Entry 1:
{
  "formula": "C5H10O",
  "method": "ωB97M-V/def2-TZVPD",
  "species": ["C", "C", "C", "O", "C", "C", "H", "H", "H", "H", "H", "H", "H", "H", "H", "H"],
  "positions_angstrom": [[0.656, -0.004, 0.883], [0.309, 0.371, -0.499], [-0.767, 0.455, 0.493], [-1.522, -1.465, 2.546], [0.467, -0.290, -1.809], [0.849, 1.170, -1.609], [0.880, -1.053, 1.078], [1.255, 0.683, 1.477], [-0.818, -0.844, 2.321], [-1.592, -0.249, 0.411], [-1.078, 1.427, 0.871], [-1.577, -2.018, 1.758], [-0.431, -0.510, -2.382], [1.272, -1.014, -1.914], [1.906, 1.421, -1.585], [0.191, 1.920, -2.041]],
  "forces_ev_per_angstrom": [[0.2, 0.0, 0.0], [0.0, 0.0, -0.1], [-0.1, 0.1, -0.1], [0.0, -0.3, 0.1], [-0.1, -0.2, -0.1], [0.1, 0.3, 0.0], [-0.2, 0.2, 0.0], [-0.2, 0.0, -0.1], [-0.2, 0.0, 0.1], [0.3, 0.1, 0.1], [0.1, -0.1, -0.1], [-0.1, 0.0, 0.2], [0.2, 0.1, 0.0], [-0.1, 0.1, 0.0], [-0.1, 0.0, -0.1], [0.2, -0.1, 0.0]],
  "mulliken_charge": [-0.946, 1.009, -0.852, -0.675, -0.756, -0.483, 0.333, 0.201, 0.402, 0.275, 0.217, 0.323, 0.243, 0.245, 0.232, 0.232],
  "lumo_energy_ev": 0.9,
  "homo_lumo_gap_ev": 11.27,
  "total_charge": 0,
  "e_tot_ha": -271.66864,
  "homo_energy_ev": -10.3,
  "e_above_lowest_kj_mol": 220.5
}

Entry 2:
{
  "formula": "C5H10O",
  "method": "ωB97M-V/def2-TZVPD",
  "species": ["C", "C", "C", "O", "C", "C", "H", "H", "H", "H", "H", "H", "H", "H", "H", "H"],
  "positions_angstrom": [[1.968, 0.440, -0.896], [0.750, 0.923, -0.110], [0.198, -0.157, 0.791], [-0.906, 0.179, 1.621], [-1.105, -0.815, 0.623], [-2.097, -0.492, -0.463], [2.766, 0.114, -0.220], [2.371, 1.240, -1.525], [1.715, -0.405, -1.547], [1.027, 1.777, 0.520], [-0.024, 1.284, -0.795], [0.971, -0.731, 1.314], [-1.196, -1.826, 1.030], [-1.973, 0.530, -0.828], [-3.116, -0.583, -0.073], [-1.992, -1.184, -1.306]],
  "forces_ev_per_angstrom": [[0.1, 0.0, 0.0], [-0.1, 0.0, 0.0], [0.2, 0.0, -0.1], [-0.1, 0.1, 0.2], [-0.1, -0.2, -0.2], [0.0, 0.1, 0.0], [-0.1, 0.0, -0.1], [-0.1, -0.1, 0.1], [0.0, 0.1, 0.1], [0.0, -0.1, -0.1], [0.1, 0.0, 0.1], [-0.1, 0.1, -0.1], [0.0, 0.2, 0.0], [0.0, -0.2, 0.1], [0.1, 0.0, 0.0], [0.0, 0.1, 0.1]],
  "mulliken_charge": [-1.222, -0.271, -0.015, -0.478, 0.068, -1.320, 0.313, 0.350, 0.315, 0.253, 0.219, 0.405, 0.409, 0.362, 0.336, 0.275],
  "lumo_energy_ev": 1.1,
  "homo_lumo_gap_ev": 11.17,
  "total_charge": 0,
  "e_tot_ha": -271.71160,
  "homo_energy_ev": -10.0,
  "e_above_lowest_kj_mol": 107.7
}

Entry 3:
{
  "formula": "C5H10O",
  "method": "ωB97M-V/def2-TZVPD",
  "species": ["C", "C", "C", "C", "C", "H", "H", "H", "H", "H", "H", "H", "H", "H", "H", "O"],
  "positions_angstrom": [[-0.057, -0.845, -1.003], [0.638, -1.970, -0.858], [0.563, 0.569, -0.939], [0.283, 1.322, 0.342], [-0.265, 2.549, 0.397], [-1.134, -0.762, -1.103], [0.270, -2.840, -1.396], [1.454, -2.119, -0.156], [1.636, 0.433, -1.051], [0.086, 1.102, -1.766], [0.675, 0.980, 1.300], [0.010, 3.265, 1.155], [-0.785, 2.810, -0.521], [-1.114, -2.161, 1.510], [-1.167, -0.747, 1.805], [-1.092, -1.585, 2.284]],
  "forces_ev_per_angstrom": [[0.8, 1.7, 0.6], [-1.0, -0.7, -0.2], [-1.4, -1.4, 1.5], [0.3, 1.3, 0.7], [0.6, -1.3, -1.4], [-0.1, -0.7, -1.2], [-0.4, -0.4, 0.9], [0.8, 0.5, -1.0], [0.1, 0.4, -0.2], [0.5, 0.1, -0.1], [0.5, -0.4, -0.4], [-0.9, -0.1, 0.4], [0.2, 0.9, 0.2], [0.1, -0.5, 0.3], [0.0, 0.3, 0.6], [-0.1, 0.3, -0.8]],
  "mulliken_charge": [-0.287, -0.747, -0.527, -0.233, -0.744, 0.436, 0.283, 0.285, 0.316, 0.279, 0.413, 0.282, 0.245, 0.327, 0.326, -0.654],
  "lumo_energy_ev": 0.8,
  "homo_lumo_gap_ev": 9.93,
  "total_charge": 0,
  "e_tot_ha": -271.65025,
  "homo_energy_ev": -9.1,
  "e_above_lowest_kj_mol": 268.8
}

Entry 4:
{
  "formula": "C5H10O",
  "method": "ωB97M-V/def2-TZVPD",
  "species": ["O", "C", "C", "C", "C", "C", "H", "H", "H", "H", "H", "H", "H", "H", "H", "H"],
  "positions_angstrom": [[2.002, -1.290, 0.307], [0.958, -0.699, -0.285], [0.931, 0.756, -0.589], [-0.393, 1.281, -0.104], [-1.428, 0.196, -0.242], [-0.860, -0.706, 0.876], [2.497, -0.620, 0.800], [0.440, -1.374, -0.961], [1.799, 1.322, -0.220], [1.009, 0.768, -1.695], [-0.665, 2.294, -0.410], [-0.086, 0.179, 1.212], [-2.432, 0.567, -0.016], [-1.482, -0.327, -1.216], [-1.488, -0.543, 1.762], [-0.801, -1.805, 0.782]],
  "forces_ev_per_angstrom": [[0.1, 0.2, 0.0], [0.1, 0.0, -0.3], [0.1, -0.1, 0.2], [-0.1, 0.2, -0.5], [-0.1, 0.1, 0.0], [-0.3, 0.1, 0.2], [0.0, -0.1, 0.0], [0.2, 0.1, 0.1], [-0.1, -0.2, 0.0], [-0.2, -0.1, 0.1], [0.1, 0.0, 0.0], [0.0, -0.5, 0.0], [0.1, -0.1, 0.0], [0.0, 0.1, 0.1], [0.0, 0.0, 0.0], [0.1, 0.3, 0.0]],
  "mulliken_charge": [-0.447, -0.368, -0.435, -0.683, -0.375, -0.941, 0.341, 0.455, 0.389, 0.251, 0.281, 0.312, 0.306, 0.201, 0.402, 0.311],
  "lumo_energy_ev": [0.7, 0.7],
  "homo_lumo_gap_ev": [7.49, 7.14],
  "total_charge": 0,
  "e_tot_ha": -271.54397,
  "homo_energy_ev": [-6.8, -6.5],
  "e_above_lowest_kj_mol": 547.8
}

Entry 5:
{
  "formula": "C5H10O",
  "method": "ωB97M-V/def2-TZVPD",
  "species": ["O", "C", "C", "C", "C", "C", "H", "H", "H", "H", "H", "H", "H", "H", "H", "H"],
  "positions_angstrom": [[-0.490, -1.491, 0.307], [0.695, -0.828, -0.323], [1.376, -0.128, 0.770], [-1.128, 0.334, 0.862], [-0.777, 1.079, -0.390], [0.031, 0.121, -1.303], [-0.155, -1.675, 1.199], [1.208, -1.663, -0.814], [2.063, -0.741, 1.364], [1.790, 0.856, 0.545], [-0.790, 0.716, 1.809], [-2.098, -0.162, 0.883], [-1.682, 1.433, -0.899], [-0.162, 1.943, -0.126], [-0.649, -0.433, -1.956], [0.768, 0.639, -1.928]],
  "forces_ev_per_angstrom": [[0.5, -0.4, -0.2], [-0.2, -0.2, -0.1], [0.3, -0.2, -0.2], [-0.3, 0.6, 0.2], [0.0, 0.1, 0.1], [0.0, 0.0, 0.0], [-0.2, -0.1, 0.0], [0.2, 0.1, 0.0], [-0.2, 0.1, 0.0], [-0.1, -0.1, 0.0], [-0.1, 0.1, 0.0], [0.2, 0.1, 0.1], [0.1, -0.1, 0.0], [-0.1, -0.1, 0.0], [0.1, 0.0, 0.1], [-0.2, -0.1, 0.1]],
  "mulliken_charge": [-0.566, -0.103, -1.060, -0.285, -0.613, -0.580, 0.411, 0.390, 0.275, 0.231, 0.291, 0.287, 0.363, 0.267, 0.367, 0.325],
  "lumo_energy_ev": [0.7, 0.3],
  "homo_lumo_gap_ev": [7.94, 7.04],
  "total_charge": 0,
  "e_tot_ha": -271.57389,
  "homo_energy_ev": [-7.3, -6.7],
  "e_above_lowest_kj_mol": 469.2
}

Entry 6:
{
  "formula": "C5H10O",
  "method": "ωB97M-V/def2-TZVPD",
  "species": ["C", "O", "C", "C", "C", "C", "H", "H", "H", "H", "H", "H", "H", "H", "H", "H"],
  "positions_angstrom": [[-2.228, -0.813, 0.160], [-1.035, -0.303, 0.723], [-0.326, 0.574, -0.096], [0.532, 1.685, 0.367], [0.898, 0.102, -0.721], [1.928, -0.711, 0.041], [-3.087, -0.411, 0.708], [-2.245, -1.908, 0.229], [-2.334, -0.533, -0.902], [-0.939, 1.040, -0.888], [1.291, 1.575, 1.137], [0.115, 2.718, 0.358], [0.812, -0.227, -1.775], [1.726, -1.795, 0.006], [1.967, -0.433, 1.096], [2.912, -0.563, -0.416]],
  "forces_ev_per_angstrom": [[-0.2, 0.0, -0.1], [-0.5, -0.1, 0.7], [0.0, 0.3, -0.3], [0.1, -0.8, -0.3], [0.2, 0.4, 0.4], [-0.1, 0.2, -0.1], [0.0, -0.1, -0.1], [0.1, 0.2, 0.0], [0.1, -0.1, 0.3], [-0.3, -0.5, 0.4], [-0.3, -0.4, -0.1], [0.7, -0.7, -0.9], [0.4, 1.2, 0.2], [-0.2, 0.4, -0.1], [0.0, -0.1, -0.1], [-0.1, 0.0, 0.2]],
  "mulliken_charge": [-0.673, -0.419, 0.366, -0.946, -0.089, -1.096, 0.221, 0.241, 0.333, 0.343, 0.245, 0.279, 0.283, 0.287, 0.312, 0.314],
  "lumo_energy_ev": 1.1,
  "homo_lumo_gap_ev": 9.88,
  "total_charge": 0,
  "e_tot_ha": -271.61659,
  "homo_energy_ev": -8.8,
  "e_above_lowest_kj_mol": 357.1
}

Entry 7:
{
  "formula": "C5H10O",
  "method": "ωB97M-V/def2-TZVPD",
  "species": ["C", "C", "C", "H", "H", "H", "H", "H", "H", "O", "C", "C", "H", "H", "H", "H"],
  "positions_angstrom": [[1.066, -0.453, 1.368], [-0.239, 0.256, 0.996], [-1.482, -0.012, 1.614], [0.893, -1.600, 1.315], [1.341, -0.182, 2.352], [1.834, -0.325, 0.698], [-0.077, 1.235, 0.585], [-2.443, 0.372, 1.521], [-1.588, -0.938, 2.259], [1.618, -0.570, -1.292], [0.419, -0.470, -1.448], [-0.171, 0.712, -2.127], [-0.276, -1.239, -1.144], [-1.169, 1.127, -1.712], [0.558, 1.484, -1.731], [-0.282, 0.603, -3.253]],
  "forces_ev_per_angstrom": [[-3.2, -2.9, 0.4], [-2.7, -0.2, 3.3], [4.5, -2.4, -0.6], [0.2, 1.7, 0.5], [0.4, 0.2, 1.1], [1.6, 0.8, -1.2], [-0.3, 0.3, -0.7], [-1.1, 1.7, -0.7], [0.6, 0.9, -0.8], [-0.7, -0.2, -0.5], [0.4, -0.4, -0.9], [-0.8, 2.5, 0.6], [-0.2, -0.8, 0.3], [1.3, -1.4, -0.6], [-0.6, -0.2, -1.6], [0.5, 0.2, 1.4]],
  "mulliken_charge": [-1.143, -0.053, -0.778, 0.283, 0.353, 0.419, 0.394, 0.345, 0.200, -0.542, 0.115, -0.840, 0.451, 0.249, 0.251, 0.296],
  "lumo_energy_ev": 0.5,
  "homo_lumo_gap_ev": 9.98,
  "total_charge": 0,
  "e_tot_ha": -271.64942,
  "homo_energy_ev": -9.4,
  "e_above_lowest_kj_mol": 270.9
}